Record 1
Molecular formula: C32H32AsF9IMnN3OS
Method: DFT, ωB97M-V/def2-TZVPD

Each line ends with the Mulliken spin population.
Atoms and positions in Å:
Mn  -0.093  -1.180  -0.914  4.8872
C  -3.097  4.552  2.356  0.0001
C  -3.960  3.453  1.721  -0.0006
C  -4.790  2.759  2.810  0.0003
C  -4.918  4.106  0.725  -0.0003
C  -3.052  2.423  1.054  -0.0051
C  -3.112  2.120  -0.301  0.0046
C  -2.251  1.164  -0.818  -0.0030
N  -1.365  0.522  -0.074  0.0067
C  -1.281  0.794  1.229  -0.0005
C  -2.112  1.738  1.815  0.0051
C  -0.241  0.037  1.985  0.0017
C  -0.014  0.220  3.336  0.0023
C  0.992  -0.496  3.985  -0.0061
C  1.728  -1.387  3.221  -0.0077
C  1.437  -1.518  1.867  -0.0166
N  0.482  -0.824  1.263  0.0491
C  1.245  -0.267  5.472  0.0002
C  2.377  -1.147  5.999  -0.0001
C  -0.034  -0.588  6.257  0.0006
C  1.623  1.205  5.690  0.0002
H  -3.735  5.300  2.835  -0.0001
H  -2.489  5.050  1.598  0.0001
H  -2.424  4.147  3.111  0.0001
H  -5.452  3.481  3.294  -0.0001
H  -4.153  2.316  3.577  0.0001
H  -5.399  1.962  2.382  0.0000
H  -5.545  4.832  1.248  0.0001
H  -5.575  3.369  0.259  0.0000
H  -4.378  4.633  -0.063  0.0000
H  -3.811  2.606  -0.966  0.0001
H  -2.261  0.892  -1.868  -0.0108
H  -2.024  1.940  2.873  -0.0030
H  -0.611  0.929  3.892  -0.0030
H  2.523  -1.987  3.638  0.0007
H  2.006  -2.198  1.248  -0.0045
H  2.174  -2.208  5.860  -0.0002
H  2.508  -0.960  7.068  0.0001
H  3.323  -0.936  5.499  0.0000
H  -0.328  -1.627  6.100  0.0000
H  -0.868  0.049  5.954  0.0001
H  0.138  -0.435  7.326  -0.0001
H  2.527  1.454  5.131  0.0002
H  1.815  1.386  6.751  -0.0001
H  0.829  1.881  5.369  0.0000
O  1.951  -1.683  -1.151  0.0374
N  2.502  -1.163  -2.236  -0.0125
C  3.031  -2.022  -3.128  0.0035
C  3.655  -1.593  -4.267  -0.0033
C  3.725  -0.214  -4.496  0.0071
C  3.166  0.649  -3.593  0.0005
C  2.517  0.203  -2.415  0.0101
S  1.784  1.229  -1.289  0.0255
H  2.912  -3.057  -2.846  -0.0018
H  4.068  -2.316  -4.956  -0.0001
H  4.211  0.171  -5.386  0.0007
H  3.189  1.718  -3.746  -0.0013
F  3.414  -4.079  2.691  0.0000
As  4.524  -4.391  3.993  0.0000
F  4.853  -2.678  4.099  0.0000
F  3.221  -4.184  5.139  0.0000
F  5.629  -4.674  5.309  0.0000
F  4.177  -6.089  3.912  0.0000
F  5.824  -4.585  2.860  0.0000
I  -2.081  -3.053  -0.058  0.0369
F  -1.491  -1.766  -10.493  0.0002
C  -1.060  -0.607  -9.939  -0.0001
F  -1.944  0.336  -10.352  0.0002
F  0.112  -0.314  -10.538  0.0000
C  -0.956  -0.682  -8.454  0.0045
C  0.240  -0.421  -7.798  -0.0014
C  0.304  -0.493  -6.419  0.0066
C  -0.825  -0.828  -5.658  -0.0122
C  -2.024  -1.089  -6.341  0.0077
C  -2.089  -1.016  -7.718  -0.0027
C  -0.741  -0.901  -4.238  0.0218
C  -0.587  -0.934  -3.025  -0.0253
H  1.123  -0.163  -8.368  -0.0001
H  1.232  -0.292  -5.899  0.0003
H  -2.899  -1.356  -5.763  -0.0003
H  -3.021  -1.223  -8.229  -0.0001

Properties
Total charge: -2
Kohn-Sham gap (alpha / beta) (eV): 5.8770 / 6.2432
Multiplicity: 6
HOMO energy (alpha / beta) (hartree): -0.0904 / -0.1038
Calculated total energy (Ha): -6459.8845

=====

Record 2
Molecular formula: C32H32BeN2O5STe
Method: DFT, ωB97M-V/def2-TZVPD

Each line ends with the Mulliken charge.
Atoms and positions in Å:
Be  -7.502  -1.115  18.804  -0.4493
N  -10.181  -3.318  20.051  -0.2396
C  -9.411  -2.282  19.768  0.8007
O  -8.294  -2.569  19.265  -0.7117
C  -9.778  -0.842  19.986  -1.1959
C  -8.637  0.065  19.434  -0.5983
H  -9.755  -4.237  19.904  0.1383
H  -11.155  -3.206  20.368  0.2193
H  -10.006  -0.806  21.039  0.3765
H  -10.744  -0.603  19.486  0.2993
H  -8.141  0.579  20.254  0.4120
H  -9.041  0.743  18.738  0.5678
O  -3.686  -3.036  16.076  -0.6563
S  -4.150  -3.720  17.234  0.9828
O  -4.307  -5.173  17.113  -0.6709
N  -5.491  -3.030  17.811  0.0864
C  -5.196  -2.243  18.810  0.6198
O  -5.934  -1.251  19.251  -0.4165
C  -3.828  -2.523  19.478  -0.0969
C  -3.289  -1.937  20.632  -0.4830
C  -1.996  -2.341  20.980  -0.7750
C  -1.337  -3.322  20.227  -0.4910
C  -1.815  -3.745  19.038  -0.4906
C  -3.084  -3.361  18.705  0.3677
H  -3.840  -1.171  21.084  0.6325
H  -1.718  -2.122  21.966  0.3981
H  -0.369  -3.604  20.623  0.4032
H  -1.331  -4.429  18.335  0.4350
Te  -6.286  -6.302  21.304  0.3507
C  -8.329  -6.555  20.699  -0.0819
C  -9.336  -6.400  21.638  -0.2237
C  -10.687  -6.432  21.252  -0.5157
C  -10.986  -6.528  19.874  -0.4258
C  -9.971  -6.599  18.913  -0.6264
C  -8.639  -6.681  19.346  -0.2052
C  -5.686  -8.057  20.189  -0.2548
C  -6.196  -9.285  20.616  -0.2223
C  -5.692  -10.525  20.118  -0.6915
C  -4.787  -10.401  19.054  -0.3070
C  -4.239  -9.197  18.633  -0.5036
C  -4.617  -8.013  19.188  -0.0414
H  -9.022  -6.296  22.705  0.3280
H  -11.500  -6.337  22.044  0.3030
H  -12.059  -6.499  19.619  0.3488
H  -10.147  -6.654  17.868  0.4834
H  -7.805  -6.838  18.637  0.4687
H  -6.983  -9.336  21.327  0.4279
H  -5.935  -11.509  20.534  0.3728
H  -4.549  -11.315  18.586  0.3868
H  -3.527  -9.266  17.784  0.3252
H  -4.270  -7.056  18.748  0.3477
C  -5.497  -4.935  11.800  -1.6603
C  -6.099  -4.110  12.923  0.6611
C  -7.029  -4.718  13.791  -1.0204
C  -7.637  -4.098  14.900  1.3623
C  -8.474  -5.091  15.728  -1.8013
C  -7.311  -2.764  15.127  0.5181
C  -7.743  -2.265  16.419  0.4790
O  -7.378  -1.233  16.994  -0.5882
C  -6.323  -2.077  14.302  0.9785
C  -5.982  -0.602  14.422  -1.5811
C  -5.684  -2.773  13.201  -1.0077
H  -4.561  -4.512  11.476  0.3863
H  -6.202  -4.842  10.980  0.3684
H  -5.568  -6.016  11.969  0.3566
H  -7.087  -5.836  13.702  0.1347
H  -8.708  -5.876  15.021  0.5202
H  -9.313  -4.542  16.093  0.5041
H  -7.916  -5.320  16.663  0.3895
H  -8.462  -2.948  16.936  0.0808
H  -6.888  -0.050  14.251  0.3793
H  -5.243  -0.317  13.687  0.4170
H  -5.726  -0.397  15.401  0.3249
H  -4.868  -2.247  12.711  0.2900

Properties
Total charge: 0
Kohn-Sham gap (eV): 7.7785
HOMO energy (hartree): -0.2870
Calculated total energy (Ha): -2405.3070

=====

Record 3
Molecular formula: C32H33F4IN3O4OsPS
Method: DFT, ωB97M-V/def2-TZVPD

Each line ends with the Mulliken spin population.
Atoms and positions in Å:
Os  0.908  -0.999  0.213  2.3384
C  2.869  1.426  1.170  0.0538
C  3.502  0.050  1.342  0.0224
N  3.065  -0.927  0.315  -0.0356
C  3.733  -0.615  -0.967  -0.0104
C  3.048  -1.268  -2.190  0.0503
C  3.458  -2.304  0.739  0.0169
C  2.494  -2.863  1.790  -0.0207
N  1.146  -2.545  1.354  0.2972
C  0.057  -3.153  1.887  -0.0983
C  -1.215  -2.817  1.365  0.0871
F  -1.240  -1.866  0.361  0.0433
C  -2.400  -3.366  1.812  -0.0298
F  -3.547  -2.966  1.263  -0.0023
C  -2.395  -4.297  2.840  0.0774
C  -1.170  -4.639  3.397  -0.0286
F  -1.130  -5.502  4.399  -0.0028
C  0.025  -4.085  2.950  0.0547
F  1.161  -4.419  3.578  0.0046
H  3.068  2.022  2.058  -0.0003
H  1.783  1.342  1.053  -0.0039
H  3.282  1.964  0.322  0.0086
H  3.221  -0.356  2.317  -0.0056
H  4.596  0.141  1.314  -0.0020
H  4.783  -0.920  -0.905  -0.0041
H  3.695  0.465  -1.117  -0.0030
H  3.702  -2.016  -2.653  -0.0007
H  3.398  0.045  -3.602  -0.0009
H  2.121  -1.775  -1.855  -0.0115
H  4.481  -2.305  1.130  -0.0005
H  3.423  -2.953  -0.139  -0.0067
H  2.676  -2.431  2.783  0.0221
H  2.644  -3.943  1.879  0.0045
H  -3.312  -4.731  3.204  0.0038
O  2.634  -0.323  -3.135  0.0195
S  2.058  2.171  -2.349  0.5762
O  3.296  2.611  -3.008  0.3195
O  0.377  0.452  -1.207  0.0214
C  0.700  2.693  -3.331  -0.0527
C  0.897  3.554  -4.410  0.0887
C  -0.192  4.035  -5.107  -0.0298
C  -1.480  3.655  -4.745  0.0772
C  -1.676  2.773  -3.695  -0.0448
C  -0.590  2.292  -2.975  0.0675
P  -0.909  1.172  -1.591  0.0164
C  -2.185  -0.010  -2.093  0.0056
C  -1.782  -1.189  -2.709  -0.0036
C  -2.736  -2.095  -3.139  0.0023
C  -4.083  -1.818  -2.962  0.0001
C  -4.483  -0.636  -2.356  0.0004
C  -3.536  0.274  -1.920  0.0001
C  -1.470  2.123  -0.158  0.0109
C  -2.148  1.456  0.856  -0.0057
C  -2.523  2.150  1.992  0.0052
C  -2.212  3.496  2.119  0.0003
C  -1.539  4.158  1.104  0.0080
C  -1.160  3.471  -0.036  0.0138
H  1.906  3.842  -4.666  0.0063
H  -0.039  4.719  -5.928  -0.0006
H  -2.330  4.049  -5.278  0.0029
H  -2.675  2.460  -3.429  0.0050
H  -0.727  -1.382  -2.859  -0.0053
H  -2.432  -3.013  -3.618  0.0000
H  -4.827  -2.520  -3.306  0.0001
H  -5.533  -0.422  -2.224  0.0000
H  -3.842  1.194  -1.443  0.0002
H  -2.403  0.412  0.731  -0.0008
H  -3.077  1.655  2.774  0.0004
H  -2.503  4.035  3.005  0.0000
H  -1.319  5.210  1.196  0.0004
H  -0.639  3.975  -0.839  -0.0021
N  -1.288  -0.468  4.143  0.0045
C  -0.146  -0.068  3.579  0.0265
O  0.041  -0.158  2.366  0.0465
C  0.871  0.533  4.508  -0.0011
I  0.720  2.682  4.251  0.0005
H  -2.043  -0.793  3.559  0.0009
H  -1.468  -0.372  5.130  0.0007
H  1.888  0.260  4.242  0.0011
H  0.678  0.315  5.554  -0.0001

Properties
Total charge: +2
Kohn-Sham gap (alpha / beta) (eV): 6.5346 / 6.9002
Multiplicity: 5
HOMO energy (alpha / beta) (hartree): -0.4615 / -0.5244
Calculated total energy (Ha): -3231.2171

=====

no.,F_max (eV/Å)
1,0.2
2,3.2
3,2.1